Below is a cluster of 12 separate species, H24O12 in total in a non-equilibrium geometry, with properties calculated with ωB97M-V/def2-TZVPD.

```
36
Properties=species:S:1:pos:R:3:nbo_charge:R:1
O 0.146 -2.156 -3.504 -0.981
H 0.201 -1.451 -4.286 0.483
H 1.231 -2.281 -3.437 0.506
O -3.831 1.246 1.844 -0.930
H -3.968 1.595 0.904 0.478
H -2.895 0.800 1.885 0.460
O 1.470 1.135 -3.417 -0.948
H 2.217 0.778 -2.975 0.487
H 1.006 1.454 -2.627 0.462
O -0.636 1.685 1.110 -0.954
H -0.577 0.996 0.560 0.480
H -1.593 1.605 1.299 0.447
O -0.895 1.476 4.229 -0.924
H -0.883 1.698 3.377 0.459
H -0.327 0.647 4.220 0.464
O 1.952 2.945 -0.312 -0.919
H 2.381 3.177 0.557 0.472
H 1.141 3.011 -0.220 0.447
O 0.065 -2.063 3.836 -0.931
H -0.060 -3.062 3.464 0.473
H 0.710 -1.795 3.200 0.458
O -1.717 -3.443 -1.129 -0.933
H -0.849 -3.793 -0.884 0.456
H -1.393 -3.379 -2.086 0.480
O 2.419 0.709 2.813 -0.960
H 2.065 1.613 2.788 0.491
H 2.160 0.185 3.505 0.470
O 2.089 -1.125 -1.329 -0.978
H 1.237 -0.638 -1.422 0.482
H 2.385 -0.955 -0.424 0.487
O -1.303 0.475 -2.973 -0.937
H -0.818 -0.329 -3.143 0.479
H -0.727 1.114 -3.325 0.478
O -0.762 -0.421 -0.458 -0.995
H -0.931 -0.134 -1.327 0.495
H -0.709 -1.318 -0.313 0.497
```

As for the HOMO-LUMO gap: 0.40430 Eh. As for the HOMO energy: -11.30 eV. The total energy is -24956.85348 eV. The calculation puts the energy above the lowest of the compared OMol25 structures with the same formula, charge and spin at 4.841 eV.